one) DFT (ωB97M-V with the def2-TZVPD basis set) results for a molecular structure, C26H36AuNOSi.

Values from the calculation:
spin multiplicity = 3
Kohn-Sham gap (alpha / beta) = 8.145 / 5.282 eV
charge = 0

Structure (XYZ):
```
66
Properties=species:S:1:pos:R:3:lowdin_charge:R:1
C -1.609 -1.024 1.457 -0.091
C -2.311 -1.167 0.233 -0.103
C -1.537 -1.945 -0.656 -0.069
H -3.333 -0.810 0.031 0.107
C -0.280 -2.290 -0.004 -0.260
C -0.326 -1.661 1.326 -0.181
H 0.284 -3.201 -0.209 0.073
C -0.336 2.367 0.094 -0.103
C -1.668 2.364 -0.368 -0.070
C -1.706 1.766 -1.668 -0.038
H -2.532 2.764 0.158 0.102
C -0.391 1.420 -2.035 -0.220
C 0.482 1.796 -0.938 -0.100
H -1.840 -2.256 -1.667 0.102
H 0.408 -1.847 2.107 0.081
H -2.012 -0.572 2.369 0.102
H 1.576 1.905 -0.981 0.107
H -2.587 1.649 -2.297 0.106
H 0.048 2.767 1.038 0.075
Au 1.186 -0.563 -0.112 0.900
C 0.153 0.788 -3.303 -0.475
C 1.155 1.799 -3.896 -0.031
C -0.957 0.456 -4.305 -0.042
H 0.592 2.709 -4.155 0.097
H 1.630 1.398 -4.800 0.086
H 1.924 2.055 -3.153 0.084
H -1.483 1.375 -4.602 0.090
H -1.682 -0.258 -3.878 0.085
H -0.507 0.007 -5.200 0.090
C 0.841 -0.555 -2.841 -0.087
C 1.995 -1.166 -3.606 -0.434
H 0.079 -1.337 -2.690 0.090
H 1.366 -0.289 -1.851 0.022
O 3.033 -0.503 -3.722 0.061
N 1.862 -2.520 -3.936 0.046
C 1.602 -3.518 -2.860 -0.130
H 2.641 -2.800 -4.534 0.137
C 0.231 -4.143 -2.895 -0.240
C -0.136 -5.092 -1.932 -0.067
H 0.582 -5.385 -1.171 0.116
C -1.424 -5.618 -1.929 -0.081
H -1.723 -6.330 -1.162 0.105
C -2.344 -5.242 -2.916 -0.090
H -3.358 -5.662 -2.929 0.104
C -1.961 -4.325 -3.909 -0.080
H -2.655 -4.016 -4.700 0.105
C -0.660 -3.795 -3.910 -0.054
H -0.316 -3.104 -4.689 0.109
H 1.783 -3.051 -1.874 0.108
H 2.351 -4.309 -3.008 0.135
C 0.781 0.442 3.651 -0.201
Si 2.421 0.788 2.769 0.414
C 2.593 2.669 2.651 -0.193
C 3.820 0.175 3.906 -0.206
C 2.797 -0.021 1.097 -0.390
H 0.795 0.970 4.623 0.038
H 0.654 -0.633 3.860 0.021
H -0.089 0.804 3.080 0.013
H 2.913 3.042 3.641 0.031
H 3.363 2.928 1.905 0.031
H 1.646 3.170 2.391 0.008
H 3.722 -0.910 4.065 0.026
H 4.794 0.389 3.437 0.031
H 3.760 0.692 4.876 0.024
H 3.450 0.610 0.467 -0.012
H 3.309 -0.994 1.241 -0.012
```

two) DFT (ωB97M-V with the def2-TZVPD basis set) results for a molecular structure, C26H36AuNOSi.

Values from the calculation:
spin multiplicity = 3
Kohn-Sham gap (alpha / beta) = 7.239 / 4.952 eV
charge = 0

Structure (XYZ):
```
66
Properties=species:S:1:pos:R:3:lowdin_charge:R:1
C -2.706 -1.453 1.215 -0.133
C -3.093 -0.158 0.827 -0.145
C -2.441 0.184 -0.380 -0.128
H -3.830 0.467 1.334 0.095
C -1.599 -0.900 -0.774 -0.229
C -1.796 -1.975 0.208 -0.278
H -1.097 -1.020 -1.731 0.072
C 0.576 -0.084 3.187 -0.104
C -0.443 0.859 3.473 -0.074
C -0.336 1.949 2.563 -0.043
H -1.148 0.815 4.303 0.105
C 0.739 1.716 1.685 -0.195
C 1.334 0.427 2.041 -0.229
H -2.620 1.085 -0.964 0.086
H -1.522 -3.008 0.040 0.077
H -3.057 -1.997 2.091 0.091
H 2.338 0.118 1.761 0.098
H -0.944 2.854 2.580 0.109
H 0.851 -0.961 3.766 0.083
Au 0.070 -0.956 0.869 1.022
C 1.268 2.589 0.580 -0.485
C 2.712 2.989 0.935 -0.023
C 0.403 3.846 0.415 -0.034
H 2.703 3.539 1.885 0.096
H 3.111 3.628 0.140 0.076
H 3.352 2.102 1.034 0.087
H 0.372 4.398 1.364 0.089
H -0.618 3.576 0.108 0.091
H 0.856 4.484 -0.352 0.088
C 1.239 1.764 -0.744 -0.060
C 1.827 2.446 -1.975 -0.450
H 0.195 1.485 -0.956 0.098
H 1.789 0.814 -0.618 0.123
O 2.644 3.369 -1.933 0.030
N 1.413 1.984 -3.197 0.056
C 0.459 0.928 -3.516 -0.138
H 1.915 2.390 -3.977 0.149
C -0.971 1.427 -3.592 -0.225
C -1.977 0.539 -3.987 -0.066
H -1.687 -0.471 -4.281 0.117
C -3.314 0.939 -3.993 -0.081
H -4.086 0.221 -4.279 0.107
C -3.652 2.253 -3.641 -0.094
H -4.697 2.565 -3.645 0.101
C -2.646 3.165 -3.304 -0.080
H -2.887 4.200 -3.052 0.105
C -1.304 2.755 -3.297 -0.040
H -0.510 3.470 -3.074 0.111
H 0.526 0.102 -2.787 0.111
H 0.731 0.516 -4.500 0.134
C -0.461 -4.328 2.398 -0.200
Si 1.302 -3.993 1.823 0.414
C 2.279 -3.599 3.382 -0.191
C 1.963 -5.483 0.874 -0.196
C 1.467 -2.537 0.636 -0.333
H -0.462 -5.189 3.083 0.033
H -1.128 -4.573 1.561 0.020
H -0.898 -3.477 2.941 0.022
H 2.466 -4.519 3.954 0.031
H 3.248 -3.135 3.153 0.032
H 1.724 -2.919 4.044 0.011
H 1.351 -5.678 -0.018 0.030
H 2.992 -5.306 0.533 0.030
H 1.958 -6.393 1.489 0.026
H 2.441 -2.026 0.711 -0.004
H 1.317 -2.825 -0.418 0.001
```

Which one is the least stable? From the structures above, one).